(1)
The following is a quantum chemistry calculation of C6H10N2O5 in the gas phase at a distorted geometry, from OMol25.

Last column: natural (NBO) charge in e.
Geometry (Å):
H1 2.77208 -2.42442 2.42458  0.37
H2 -1.36168 1.43101 -1.08649  0.27
H3 3.95673 -1.37339 2.55007  0.39
H4 -2.02888 1.23897 -4.44046  0.52
C1 2.32380 -0.60525 1.43842  0.79
O1 -1.69588 1.04657 1.38706  -0.66
H5 0.59726 -0.69309 -1.32652  0.23
N1 3.04947 -1.51121 2.24078  -0.86
H6 -2.43803 1.14299 1.88025  0.53
H7 0.67324 0.96615 0.78216  0.28
O2 -1.82651 -0.62706 -3.25580  -0.66
H8 0.81592 -1.98166 1.37872  0.44
O3 2.70712 0.48133 1.28547  -0.64
C2 0.36986 0.00949 0.59970  -0.17
O4 -1.60376 1.70218 -3.56480  -0.66
H9 0.16421 1.70035 -1.71463  0.23
C3 -0.23298 -0.45738 -0.70545  -0.40
C4 -0.75829 0.17828 1.53803  0.78
N2 1.15927 -1.03803 1.02912  -0.61
H10 -0.85350 -1.24810 -0.95901  0.27
O5 -1.26215 -0.92101 2.33952  -0.69
C5 -1.29089 0.57168 -2.87139  0.76
C6 -0.73611 0.75162 -1.58496  -0.51

Values from the calculation:
Spin multiplicity: 1
ΔE to the lowest compared entry with this formula, charge and spin: 147.59 kcal/mol
Gap between HOMO and LUMO: 0.3773 Ha



(2)
The following is a quantum chemistry calculation of 2 unconnected molecules or ions with the total composition C6H10N2O5P2 at a distorted geometry, from OMol25.

Last column: natural (NBO) charge in e.
Geometry (Å):
P1 1.10895 -2.04083 -1.19268  0.74
H1 1.69684 2.03955 0.33948  0.53
N1 -3.10029 -0.61787 -1.11046  -0.51
H2 0.45433 -0.95335 -3.42011  0.20
H3 -1.91972 -1.94875 -0.14010  0.20
N2 -1.51235 0.10962 0.29647  -0.35
O1 3.19159 1.38946 1.33560  -1.21
C1 0.75507 0.57107 0.98628  -0.14
H4 -0.93576 0.55857 2.31534  0.20
H5 -0.38128 -1.10202 1.52508  0.24
C2 -3.16611 0.75356 -1.00522  -0.12
C3 -0.55976 -0.03524 1.43664  -0.30
O2 2.10944 0.58837 3.51271  -1.18
H6 1.68848 0.17182 -2.38630  0.22
H7 2.19447 -1.13486 0.75466  0.48
O3 0.68925 1.97526 0.68624  -0.78
C4 -2.06158 -0.93044 -0.36901  0.19
H8 -3.92133 1.37034 -1.44423  0.18
O4 2.32465 -2.84224 -1.73094  -1.13
H9 -1.98824 2.21772 0.16563  0.22
P2 2.24203 0.41662 2.03186  2.29
H10 0.07109 -0.06155 -1.83377  0.21
C5 -2.34447 1.18293 0.00053  -0.12
C6 0.84978 -0.54376 -2.47115  -1.02
O5 2.51491 -1.13399 1.71746  -1.05

Values from the calculation:
Spin multiplicity: 1
ΔE to the lowest compared entry with this formula, charge and spin: 37.70 kcal/mol
Gap between HOMO and LUMO (spin up / spin down): 0.1806 / 0.2424 Ha
Charge: -2



(3)
The following is a quantum chemistry calculation of a gas-phase ion, C6H10N2OP (charge +1) at a distorted geometry, from OMol25.

Last column: natural (NBO) charge in e.
Geometry (Å):
H1 2.86152 -2.07132 0.33172  0.25
C1 1.59876 -2.77937 -1.92673  -0.41
H2 1.73076 -0.45198 2.00913  0.25
C2 -1.61093 2.72777 0.55028  -0.63
C3 -2.14974 1.52731 1.32941  -0.77
C4 1.28287 -0.77354 1.08085  0.00
H3 -1.02291 2.40420 -0.30798  0.23
N1 0.04831 -0.32896 0.69813  -0.89
H4 1.85014 -3.74429 -1.48501  0.24
H5 -2.73234 0.86334 0.69610  0.29
C5 -0.01901 -1.34187 -1.02512  0.50
H6 -2.44244 3.32526 0.17961  0.26
H7 -0.99485 3.36401 1.18481  0.24
H8 0.82204 -2.91009 -2.67939  0.25
H9 2.48777 -2.35264 -2.39554  0.24
P1 -0.62855 0.72200 1.85169  2.15
N2 1.12096 -1.88682 -0.89165  -0.48
O1 0.14397 1.09334 3.00560  -0.92
C6 1.89286 -1.61939 0.23294  -0.11
H10 -2.71593 1.83017 2.21059  0.29

Values from the calculation:
Spin multiplicity: 1
ΔE to the lowest compared entry with this formula, charge and spin: 38.20 kcal/mol
Gap between HOMO and LUMO (spin up / spin down): 0.3029 / 0.3029 Ha
Charge: +1